# 1
# C23H21BrFeN11O2SSe2Te2

A molecular structure, C23H21BrFeN11O2SSe2Te2 in a non-equilibrium geometry (wB97M-V/def2-TZVPD, the Open Molecules 2025 dataset).

Results
- 2S+1: 6
- ΔE to the lowest compared entry with this formula, charge and spin: 0.0 kJ/mol
- Calculated total energy: -11216.88353 Eh
- <S²>: 8.7711

```
64
C23H21BrFeN11O2SSe2Te2 (wB97M-V/def2-TZVPD)
Fe 0.122 0.040 0.071
N 8.155 -2.233 1.369
C 6.901 -1.685 1.577
C 6.771 -0.425 2.167
C 5.520 0.108 2.407
C 4.386 -0.618 2.075
C 4.501 -1.876 1.495
C 5.752 -2.403 1.241
S 2.784 0.009 2.391
O 1.981 -1.091 2.862
O 2.912 1.159 3.269
N 2.124 0.479 0.997
C 2.804 1.099 0.001
N 2.079 1.138 -1.136
C 2.621 1.746 -2.175
C 3.883 2.316 -2.127
C 4.541 2.215 -0.910
N 4.019 1.631 0.157
H 8.938 -1.603 1.360
H 8.222 -2.992 0.714
H 7.659 0.134 2.432
H 5.411 1.088 2.847
H 3.607 -2.433 1.246
H 5.846 -3.382 0.789
H 2.027 1.771 -3.083
H 4.323 2.810 -2.979
H 5.535 2.633 -0.784
Se -3.485 -1.425 -0.106
Te -2.712 -3.661 0.188
Te -0.534 -3.873 -1.411
Se 1.044 -2.106 -0.544
N 0.820 2.957 2.319
C 0.255 3.372 1.184
N 0.102 4.696 1.038
C -0.438 5.080 -0.109
N -0.607 6.399 -0.311
N -0.816 4.261 -1.111
C -0.639 2.983 -0.844
N -0.142 2.447 0.270
C -1.035 2.035 -1.936
C -1.582 2.507 -3.115
C -1.925 1.591 -4.097
C -1.707 0.246 -3.867
C -1.154 -0.145 -2.657
N -0.826 0.736 -1.713
H 1.208 3.679 2.903
H 1.276 2.052 2.372
H -0.380 7.038 0.428
H -1.074 6.714 -1.140
H -1.727 3.569 -3.240
H -2.360 1.929 -5.027
H -1.957 -0.504 -4.603
H -0.960 -1.184 -2.432
Br -0.687 -3.437 4.547
C -1.054 -1.755 3.787
C -1.648 -0.751 4.522
C -1.884 0.466 3.901
C -1.511 0.626 2.584
N -0.919 -0.348 1.881
C -0.691 -1.522 2.473
H -1.923 -0.917 5.554
H -2.350 1.282 4.434
H -1.694 1.552 2.058
H -0.203 -2.277 1.873
```

# 2
# C23H21BrIrN3O4SbSe4

A molecular structure, C23H21BrIrN3O4SbSe4 (wB97M-V/def2-TZVPD, the Open Molecules 2025 dataset).

Results
- Charge: -2
- 2S+1: 6
- ΔE to the lowest compared entry with this formula, charge and spin: 94.4 kJ/mol
- Calculated total energy: -13878.72773 Eh
- <S²>: 8.7935

```
58
C23H21BrIrN3O4SbSe4 (wB97M-V/def2-TZVPD)
Ir 0.326 -1.451 -1.232
O 3.763 -2.468 2.914
C 4.427 -3.137 1.956
C 5.700 -3.633 2.252
C 6.409 -4.358 1.311
C 5.868 -4.597 0.049
C 4.613 -4.085 -0.249
C 3.881 -3.356 0.680
C 2.548 -2.815 0.268
O 2.214 -2.921 -0.949
N 1.831 -2.281 1.239
N 0.619 -1.857 0.725
C -0.447 -1.752 1.510
C -1.671 -1.605 0.864
C -2.926 -1.486 1.522
C -4.072 -1.396 0.798
C -4.016 -1.427 -0.622
C -2.793 -1.528 -1.222
N -1.641 -1.614 -0.532
H 2.872 -2.220 2.518
H 6.107 -3.434 3.237
H 7.396 -4.734 1.560
H 6.419 -5.164 -0.691
H 4.170 -4.219 -1.228
H -0.350 -1.852 2.583
H -2.938 -1.461 2.605
H -5.026 -1.300 1.304
H -4.904 -1.377 -1.236
H -2.719 -1.558 -2.302
Se 1.172 -0.833 -5.194
Sb -0.791 -3.811 -4.125
Se -0.360 -1.167 -3.586
Se -0.502 -4.323 -1.644
Se -3.178 -4.032 -4.456
C -2.107 6.617 1.655
C -1.816 5.352 0.885
C -0.515 4.907 0.696
C -0.233 3.719 0.020
C 1.193 3.261 -0.154
C -1.288 2.968 -0.503
C -2.605 3.405 -0.336
C -3.754 2.600 -0.886
C -2.850 4.586 0.359
C -1.014 1.659 -1.242
O -1.277 1.602 -2.445
O -0.507 0.761 -0.508
H -1.206 7.222 1.771
H -2.488 6.397 2.658
H -2.860 7.228 1.151
H 0.311 5.492 1.094
H 1.884 3.970 0.306
H 1.448 3.158 -1.211
H 1.343 2.271 0.279
H -3.631 2.441 -1.957
H -4.704 3.104 -0.693
H -3.791 1.606 -0.431
H -3.880 4.914 0.493
Br 2.345 0.014 -1.627
```

# 3
# C23H21CdClI2N8O4S2

A molecular structure, C23H21CdClI2N8O4S2 in a non-equilibrium geometry (wB97M-V/def2-TZVPD, the Open Molecules 2025 dataset).

Results
- ΔE to the lowest compared entry with this formula, charge and spin: 0.0 kJ/mol
- Calculated total energy: -3647.86278 Eh

```
62
C23H21CdClI2N8O4S2 (wB97M-V/def2-TZVPD)
Cd -0.394 0.071 0.006
C 2.434 2.338 1.756
N 1.148 3.067 1.776
C 0.884 4.310 1.272
C -0.426 4.433 1.174
N -0.978 3.312 1.688
C -0.032 2.407 2.021
S -0.251 0.845 2.557
C -2.346 2.937 1.572
C -3.301 3.394 2.457
C -4.589 2.838 2.299
C -4.868 1.887 1.330
C -3.820 1.498 0.496
N -2.605 1.978 0.681
H 3.256 3.014 1.552
H 2.405 1.568 0.971
H 2.572 1.875 2.712
H 1.690 5.028 1.107
H -1.012 5.229 0.858
H -3.105 4.090 3.264
H -5.423 3.285 2.890
H -5.862 1.540 1.164
H -3.961 0.768 -0.244
I -3.865 -1.641 2.723
C -5.865 -2.446 2.406
I -6.698 -1.750 0.548
H -6.535 -2.016 3.148
H -5.844 -3.493 2.425
O 3.531 3.254 -3.804
C 3.899 1.950 -3.904
O 4.708 1.573 -4.722
C 3.329 0.992 -2.856
C 3.709 -0.329 -2.674
Cl 4.942 -1.273 -3.361
N 2.945 -0.853 -1.665
N 2.076 0.047 -1.210
C 2.261 1.150 -1.905
C 1.377 2.314 -1.522
O 1.785 3.440 -1.819
O 0.351 2.056 -0.824
C 3.064 -2.080 -1.017
C 3.244 -2.092 0.340
C 3.436 -3.289 1.025
C 3.376 -4.477 0.271
C 3.123 -4.494 -1.095
C 2.953 -3.266 -1.770
H 2.836 3.363 -3.092
H 3.132 -1.124 0.809
H 3.652 -3.270 2.087
H 3.574 -5.410 0.748
H 3.037 -5.438 -1.657
H 2.820 -3.225 -2.846
N -0.759 -3.507 -1.821
C -1.124 -3.438 -0.509
N -2.294 -3.934 -0.171
S -0.050 -2.764 0.626
H -1.537 -3.438 -2.442
H 0.069 -2.924 -2.084
H -2.978 -4.181 -0.862
H -2.590 -3.862 0.815
N -2.667 -1.126 -2.186
C -1.835 -0.710 -1.510
```

# 4
# C23H21F3N6OPt

A molecular structure, C23H21F3N6OPt (wB97M-V/def2-TZVPD, the Open Molecules 2025 dataset).

Results
- 2S+1: 3
- Calculated total energy: -1711.63502 Eh
- <S²>: 2.0109

```
55
C23H21F3N6OPt (wB97M-V/def2-TZVPD)
Pt -1.377 1.172 -0.171
O -3.072 1.919 -1.019
C -3.464 3.175 -0.993
C -4.850 3.427 -1.004
C -5.344 4.710 -0.996
C -4.476 5.804 -0.977
C -3.118 5.579 -0.976
C -2.585 4.284 -0.991
C -1.144 4.092 -1.034
N -0.492 2.946 -0.903
C 0.855 3.207 -1.028
C 1.022 4.533 -1.243
N -0.242 5.080 -1.247
H -5.506 2.567 -1.012
H -6.415 4.870 -0.997
H -4.860 6.814 -0.957
H -2.458 6.439 -0.946
H 1.578 2.413 -0.960
H 1.904 5.126 -1.401
H -0.470 6.041 -1.422
F 0.565 -3.271 8.031
C 1.308 -3.439 6.926
F 1.286 -4.757 6.637
F 2.582 -3.154 7.262
C 0.832 -2.611 5.771
C -0.283 -1.794 5.880
C -0.704 -1.051 4.789
C -0.016 -1.119 3.576
C 1.111 -1.946 3.484
C 1.532 -2.683 4.571
C -0.446 -0.369 2.439
C -0.814 0.266 1.468
H -0.824 -1.739 6.814
H -1.572 -0.412 4.865
H 1.648 -1.994 2.547
H 2.405 -3.319 4.492
C 1.100 -3.477 -4.501
C 2.422 -3.572 -3.748
C 3.445 -2.580 -4.288
C 2.224 -3.428 -2.238
N 1.630 -2.154 -1.852
C 0.349 -1.803 -1.689
N 0.304 -0.537 -1.365
N 1.583 -0.113 -1.337
N 2.382 -1.068 -1.624
H 1.250 -3.679 -5.562
H 0.672 -2.476 -4.422
H 0.364 -4.192 -4.127
H 2.819 -4.585 -3.875
H 3.128 -1.552 -4.113
H 3.569 -2.712 -5.363
H 4.419 -2.709 -3.815
H 3.170 -3.493 -1.701
H 1.564 -4.208 -1.857
H -0.490 -2.467 -1.797
```

# 5
# C23H21N3O3S3

C23H21N3O3S3 in the gas phase in a non-equilibrium geometry (wB97M-V/def2-TZVPD, the Open Molecules 2025 dataset).

Results
- ΔE to the lowest compared entry with this formula, charge and spin: 1734.4 kJ/mol
- Calculated total energy: -2472.98278 Eh

```
53
C23H21N3O3S3 (wB97M-V/def2-TZVPD)
O -2.920 -1.124 1.569
C -3.751 -0.498 1.897
O -4.966 -0.915 2.015
H -5.105 -1.958 1.706
C -3.806 0.778 2.173
H -3.330 0.882 3.317
H -4.928 1.201 2.677
C -3.115 1.835 1.168
C -4.067 2.385 0.104
C -4.657 1.271 -0.699
H -5.191 0.722 -0.066
C -3.909 0.801 -1.878
N -2.995 -0.619 -1.467
C -3.549 -1.581 -1.176
S -5.175 -2.024 -1.488
S -2.411 -2.885 -0.743
C -1.040 -1.792 -0.792
C 0.155 -2.067 -0.464
C 1.492 -1.151 -0.494
C 1.564 0.161 -0.411
N 2.851 0.343 -0.401
N 3.453 -0.689 0.079
C 2.693 -1.663 -0.083
C 3.104 -3.067 0.248
C 4.432 -3.278 0.244
C 4.723 -4.811 0.589
C 3.545 -5.739 0.266
S 2.256 -4.389 -0.216
H 3.325 -6.654 0.375
H 5.601 -5.317 0.983
H 5.186 -2.590 0.648
C 3.540 1.549 -0.439
C 2.929 2.812 -0.516
C 3.581 3.834 -0.552
C 4.936 3.904 -0.300
C 5.679 2.979 -0.044
C 4.972 1.588 -0.257
H 5.443 0.661 0.351
H 6.684 2.821 0.112
H 5.396 5.032 -0.205
H 3.159 4.812 -0.544
H 1.696 2.855 -0.476
H 0.781 0.836 -0.711
H 0.260 -3.213 -0.326
C -1.755 -0.267 -1.242
O -0.917 0.670 -1.310
H -3.007 1.338 -2.099
H -4.304 0.219 -2.563
H -5.494 1.902 -1.311
H -3.564 3.100 -0.385
H -4.769 3.003 0.632
H -2.261 1.271 0.804
H -2.453 2.728 1.701
```

# 6
# C23H22BCrFN6Te

A molecular structure, C23H22BCrFN6Te in a non-equilibrium geometry (wB97M-V/def2-TZVPD, the Open Molecules 2025 dataset).

Results
- 2S+1: 5
- Calculated total energy: -2655.41838 Eh
- <S²>: 6.0301

```
55
C23H22BCrFN6Te (wB97M-V/def2-TZVPD)
Cr -0.199 0.963 -0.203
C 3.053 2.358 -2.575
C 2.040 1.433 -2.377
N 1.023 1.917 -1.645
N 1.357 3.252 -1.439
C 2.563 3.487 -1.937
B 0.498 4.098 -0.549
N -0.993 3.791 -0.700
C -1.934 4.712 -0.748
C -3.142 4.118 -0.373
C -2.790 2.829 -0.070
N -1.491 2.567 -0.317
N 0.811 3.494 0.954
C 0.767 4.273 2.039
C 1.031 3.461 3.168
C 1.140 2.195 2.631
N 0.975 2.189 1.285
H 4.015 2.082 -2.967
H 2.079 0.381 -2.674
H 3.022 4.495 -1.795
H 0.715 5.203 -0.703
H -1.719 5.764 -0.848
H -4.133 4.583 -0.234
H -3.456 2.069 0.249
H 0.653 5.300 2.069
H 1.061 3.781 4.172
H 1.326 1.276 3.128
C -2.985 -2.071 0.328
Te -2.042 -0.540 1.541
C -0.911 -2.188 2.227
C -1.131 -3.352 1.305
C -0.394 -4.503 1.395
C -0.542 -5.546 0.467
C -1.457 -5.461 -0.554
C -2.224 -4.307 -0.621
C -2.122 -3.274 0.340
H -3.099 -1.659 -0.724
H -3.921 -2.221 0.869
H -1.247 -2.351 3.250
H 0.118 -1.799 2.250
H 0.281 -4.676 2.248
H 0.045 -6.414 0.639
H -1.473 -6.257 -1.351
H -2.998 -4.189 -1.410
F 2.841 -4.392 -1.414
C 2.243 -3.213 -1.149
C 1.107 -2.899 -1.858
C 0.323 -1.808 -1.552
C 0.711 -0.938 -0.502
C 1.875 -1.261 0.151
C 2.648 -2.422 -0.082
H 0.888 -3.543 -2.672
H -0.549 -1.630 -2.101
H 2.180 -0.572 1.000
H 3.562 -2.588 0.438
```

# 7
# C23H22BN7O3STi

A molecular structure, C23H22BN7O3STi in a non-equilibrium geometry (wB97M-V/def2-TZVPD, the Open Molecules 2025 dataset).

Results
- 2S+1: 3
- Calculated total energy: -2771.32590 Eh
- <S²>: 2.0049

```
58
C23H22BN7O3STi (wB97M-V/def2-TZVPD)
Ti -0.570 0.054 -0.241
C -4.329 -0.523 -1.139
C -3.558 0.652 -0.602
C -3.916 1.245 0.598
C -3.171 2.294 1.118
C -2.066 2.775 0.432
C -1.738 2.235 -0.818
C -2.487 1.184 -1.334
H -5.314 -0.214 -1.496
H -4.481 -1.271 -0.358
H -3.801 -1.001 -1.964
H -4.765 0.851 1.144
H -3.454 2.745 2.061
H -1.499 3.610 0.823
H -0.991 2.709 -1.437
H -2.343 0.862 -2.358
C -2.505 -2.018 3.122
C -2.224 -0.826 2.453
N -1.678 -1.055 1.265
N -1.598 -2.413 1.137
C -2.081 -2.993 2.243
B -0.551 -3.083 0.173
N 0.846 -2.521 0.580
C 1.912 -3.151 1.088
C 2.835 -2.207 1.493
C 2.222 -0.989 1.197
N 1.025 -1.171 0.648
N -0.807 -2.739 -1.323
C -0.771 -3.545 -2.390
C -0.722 -2.769 -3.533
C -0.726 -1.460 -3.056
N -0.775 -1.443 -1.726
H -2.949 -2.144 4.093
H -2.405 0.191 2.763
H -2.085 -4.068 2.322
H -0.590 -4.280 0.320
H 1.937 -4.229 1.113
H 3.809 -2.375 1.917
H 2.600 0.011 1.350
H -0.777 -4.614 -2.258
H -0.679 -3.097 -4.556
H -0.674 -0.528 -3.597
O 5.229 0.437 -1.532
S 4.381 1.525 -1.915
O 4.757 2.383 -2.997
N 2.845 0.994 -2.133
C 2.066 1.404 -1.184
O 0.834 1.100 -1.076
C 2.706 2.322 -0.166
C 2.162 2.934 0.943
C 3.004 3.715 1.734
C 4.348 3.873 1.405
C 4.889 3.255 0.282
C 4.033 2.488 -0.483
H 1.115 2.808 1.193
H 2.612 4.210 2.612
H 4.984 4.484 2.033
H 5.931 3.375 0.016
```

# 8
# C23H22Cl10O12

8 unconnected molecules or ions with the total composition C23H22Cl10O12 in a non-equilibrium geometry (wB97M-V/def2-TZVPD, the Open Molecules 2025 dataset).

Results
- ΔE to the lowest compared entry with this formula, charge and spin: 0.0 kJ/mol
- Calculated total energy: -6394.38545 Eh

```
67
C23H22Cl10O12 (wB97M-V/def2-TZVPD)
C 6.474 8.301 6.553
C 5.500 8.110 5.674
C 4.970 9.170 4.752
O 4.088 8.962 3.981
C 5.569 10.479 4.952
C 6.568 10.693 5.799
C 7.034 9.633 6.749
O 7.736 9.924 7.673
O 7.028 11.917 6.039
O 4.799 6.975 5.695
H 6.791 7.535 7.245
H 5.192 11.323 4.386
H 7.686 11.826 6.758
H 4.247 6.919 4.896
C 2.082 8.009 8.668
C 1.819 6.724 8.937
C 0.505 6.227 9.462
O 0.352 5.076 9.803
C -0.555 7.226 9.526
C -0.270 8.512 9.282
C 1.052 9.032 8.796
O 1.210 10.213 8.617
O -1.236 9.429 9.448
O 2.735 5.793 8.721
H 3.096 8.233 8.355
H -1.566 6.971 9.808
H -0.901 10.310 9.204
H 2.347 4.910 8.842
C 3.230 15.149 6.803
C 4.175 15.764 7.527
C 4.971 15.040 8.598
O 5.807 15.625 9.256
C 4.610 13.639 8.789
C 3.780 12.992 7.960
C 3.048 13.709 6.862
O 2.309 13.079 6.162
O 3.601 11.674 8.094
O 4.166 17.102 7.682
H 2.502 15.739 6.260
H 5.020 13.103 9.639
H 2.664 11.477 7.892
H 5.009 17.340 8.114
C 2.915 10.047 15.300
Cl 4.604 10.338 15.761
Cl 2.149 11.564 14.830
H 2.947 9.365 14.459
H 2.409 9.571 16.129
C 6.972 11.782 13.413
Cl 5.522 12.306 12.567
Cl 7.556 10.233 12.736
H 7.753 12.494 13.187
H 6.787 11.641 14.467
C 1.821 5.289 13.119
Cl 2.541 4.130 12.019
Cl 0.079 4.989 13.358
H 2.273 5.185 14.097
H 1.957 6.297 12.751
C 1.703 12.895 11.723
Cl 0.531 12.775 10.359
Cl 1.853 14.562 12.220
H 1.285 12.311 12.527
H 2.648 12.517 11.356
C 4.287 9.510 10.648
Cl 5.404 8.443 9.778
Cl 3.267 8.544 11.726
H 4.887 10.237 11.186
H 3.671 10.088 9.962
```